[1]
{"formula": "C4H6ClNO3", "method": "ωB97M-V/def2-TZVPD", "e_above_lowest_kcal_mol": 78.61, "energy_ha": -896.54618, "e_lumo_ev": [5.39, 5.39], "orbital_gap_ev": [6.446, 6.764], "charge": -2, "fmax_ev_per_a": 3.61, "symbols": ["C", "C", "C", "C", "N", "O", "O", "O", "Cl", "H", "H", "H", "H", "H", "H"], "coordinates": [[-1.32339, -1.75983, 0.29355], [-0.32682, 1.11041, -0.39950], [0.13160, 0.39318, 0.86558], [-0.46102, -0.97406, 0.97327], [1.32605, -2.33000, 2.05465], [-1.79624, -2.38889, -0.64861], [2.15374, -1.49902, 2.52245], [-1.81427, -1.26462, 1.48618], [1.22760, 6.05748, -8.46913], [-1.46061, 1.09777, -0.56968], [0.17330, 0.76431, -1.29067], [-0.01906, 2.08217, -0.24820], [1.16646, 0.29299, 0.70767], [-0.30949, 0.88905, 1.72932], [1.33217, -2.47094, 0.99311]], "atomic_forces_ev_per_a": [[-1.00, -0.02, -2.01], [-2.19, -1.00, -0.14], [-3.04, -1.43, -1.32], [2.95, -0.92, 0.41], [-0.57, 0.92, 0.35], [0.60, 0.44, 1.47], [-0.60, -1.06, -1.38], [-1.69, -0.27, 0.60], [0.01, 0.05, -0.06], [1.57, -0.06, 0.29], [0.03, -0.42, -0.27], [0.44, 2.63, -0.12], [1.65, 0.13, 1.13], [0.97, 0.40, 0.30], [0.87, 0.63, 0.75]], "mulliken_charge": [0.625, -1.336, -0.086, -0.265, -0.093, -0.698, -0.447, -0.528, -1.000, 0.280, 0.325, 0.465, 0.279, 0.299, 0.180]}

=====

[2]
{"formula": "H6IO3", "method": "ωB97M-V/def2-TZVPD", "e_above_lowest_kcal_mol": 11.00, "energy_ha": -527.11409, "e_lumo_ev": 3.58, "orbital_gap_ev": 7.715, "charge": -1, "fmax_ev_per_a": 2.78, "symbols": ["I", "O", "H", "H", "O", "H", "H", "O", "H", "H"], "coordinates": [[0.32703, -1.09648, -0.22572], [2.50130, 1.59066, -1.38268], [2.18674, 1.94760, -0.53771], [2.20628, 0.70006, -1.50641], [-1.98418, 0.71466, -2.30108], [-2.90272, 0.52028, -2.32574], [-1.68923, 0.28601, -1.53718], [-0.60688, -1.59465, 3.35032], [0.13717, -1.32219, 3.93590], [-0.17551, -1.74595, 2.53031]], "atomic_forces_ev_per_a": [[0.04, -0.10, 0.14], [0.91, 1.74, -0.06], [-0.16, -0.85, -0.47], [-0.76, -0.87, 0.53], [-0.08, 1.48, -2.02], [-1.22, -0.20, -0.15], [1.34, -1.26, 2.09], [0.32, 0.44, 2.40], [-0.92, -0.27, -0.63], [0.54, -0.11, -1.82]], "mulliken_charge": [-0.818, -0.636, 0.318, 0.270, -0.575, 0.272, 0.234, -0.621, 0.294, 0.262]}

=====

[3]
{"formula": "C6H10O", "method": "ωB97M-V/def2-TZVPD", "e_above_lowest_kcal_mol": 105.74, "energy_ha": -309.67386, "e_lumo_ev": [0.07, 0.07], "orbital_gap_ev": [7.375, 7.372], "fmax_ev_per_a": 0.43, "symbols": ["C", "C", "C", "C", "C", "C", "O", "H", "H", "H", "H", "H", "H", "H", "H", "H", "H"], "coordinates": [[1.43525, -1.07710, 1.04028], [0.75625, -0.37342, -0.08488], [0.56478, 1.04447, -0.14937], [-1.01790, 1.23843, -0.07501], [-1.63568, 0.42136, -0.92981], [-0.84232, -0.57442, -1.76244], [0.15566, -1.17961, -0.91527], [2.20978, -0.45231, 1.48963], [1.86532, -2.01782, 0.68679], [0.69396, -1.31734, 1.81268], [-0.71940, 1.06034, 2.97810], [0.80912, 1.45120, -1.13804], [1.11982, 1.57412, 0.62527], [-0.96203, 1.22291, 2.28496], [-2.70938, 0.45278, -1.10651], [-1.40941, -1.41120, -2.17673], [-0.31381, -0.06238, -2.57964]], "atomic_forces_ev_per_a": [[0.07, 0.02, -0.03], [-0.12, -0.09, 0.03], [0.20, -0.06, 0.01], [-0.16, -0.24, -0.32], [0.04, 0.09, 0.07], [-0.03, 0.09, -0.11], [0.15, 0.12, 0.22], [-0.12, -0.07, -0.08], [-0.08, 0.12, 0.04], [0.05, 0.05, -0.11], [-0.01, 0.01, -0.03], [-0.07, -0.05, 0.07], [-0.10, -0.08, -0.11], [0.04, -0.02, 0.13], [0.15, -0.01, 0.04], [0.08, 0.15, 0.07], [-0.08, -0.03, 0.09]], "mulliken_charge": [-1.255, 0.805, -0.330, -0.644, -0.327, -0.472, -0.348, 0.336, 0.385, 0.279, 0.199, 0.326, 0.284, -0.219, 0.411, 0.322, 0.246]}